Record 1
C13H33BeN3O6 | ωB97M-V/def2-TZVPD

Output
Electronic energy   -31170.7587 eV
Energy relative to the best compared isomer or geometry (same formula, charge and spin)   0.0 kcal per mole

Last column: natural (NBO) charge in e.
Atoms and positions in Å:
O1 -0.72 -0.15 -3.08  -0.904
O2 2.09 -0.09 -1.69  -0.551
O3 -0.94 0.75 1.62  -0.570
O4 1.12 -1.26 0.99  -0.558
O5 -1.07 1.76 -4.18  -0.772
O6 -1.15 1.64 -1.92  -1.025
N1 -0.61 -2.39 -0.87  -0.831
N2 -2.73 -0.18 -0.34  -0.842
N3 1.02 2.16 -0.01  -0.843
C1 -0.66 -2.83 0.53  -0.080
C2 -2.98 1.06 0.39  -0.105
C3 -2.35 0.99 1.77  -0.065
C4 -0.21 1.07 2.79  -0.243
C5 2.96 -1.22 -1.88  -0.234
C6 -0.93 1.11 -3.13  0.920
C7 2.78 1.06 -1.26  -0.077
C8 -4.48 1.39 0.52  -0.629
C9 -1.14 -4.29 0.58  -0.628
C10 0.75 -2.63 1.08  -0.066
C11 1.84 2.28 -1.23  -0.095
C12 2.32 -1.04 1.72  -0.260
C13 2.59 3.61 -1.16  -0.626
Be1 -0.25 0.13 -0.81  1.565
H1 0.64 -2.97 2.11  0.177
H2 1.93 4.43 -0.88  0.218
H3 3.54 -1.08 -2.79  0.192
H4 -3.22 -0.85 0.26  0.337
H5 3.43 1.31 -2.11  0.180
H6 1.24 2.22 -2.14  0.264
H7 1.49 -3.25 0.56  0.171
H8 -1.50 -2.57 -1.32  0.384
H9 -0.01 -3.03 -1.37  0.362
H10 2.60 -0.02 1.44  0.191
H11 -2.09 -4.38 0.05  0.219
H12 3.11 -1.68 1.32  0.184
H13 3.07 3.81 -2.12  0.224
H14 0.77 0.62 2.65  0.190
H15 -4.98 1.01 -0.38  0.218
H16 -2.76 0.15 2.35  0.162
H17 0.51 3.03 0.12  0.380
H18 -0.14 2.15 2.93  0.173
H19 -0.46 -4.96 0.05  0.209
H20 1.67 2.26 0.77  0.343
H21 -1.35 -2.17 1.05  0.203
H22 -1.27 -4.64 1.60  0.214
H23 -2.53 1.85 -0.22  0.263
H24 3.43 3.60 -0.46  0.193
H25 2.20 -1.04 2.80  0.183
H26 3.44 1.05 -0.38  0.161
H27 3.61 -1.29 -1.01  0.158
H28 -3.26 -0.17 -1.21  0.396
H29 2.38 -2.14 -1.91  0.194
H30 -0.68 0.59 3.65  0.174
H31 -5.01 0.84 1.31  0.195
H32 -2.49 1.96 2.25  0.184
H33 -4.58 2.46 0.63  0.222



Record 2
C13H34BF4N12O5 | ωB97M-V/def2-TZVPD

Output
Electronic energy   -53707.3471 eV
Charge   -1

Last column: natural (NBO) charge in e.
Atoms and positions in Å:
F1 -0.83 0.31 -2.61  -0.579
F2 -0.03 -1.48 -1.56  -0.572
F3 0.13 0.57 -0.63  -0.578
F4 -1.75 -0.44 -0.67  -0.574
O1 4.56 4.88 -4.55  -0.672
O2 5.99 -1.35 -5.10  -0.691
O3 5.46 4.01 2.45  -0.667
O4 0.77 -2.85 5.77  -0.698
O5 -7.85 1.52 -5.92  -0.696
N1 4.96 -1.26 -3.19  -0.795
N2 2.88 4.98 -3.17  -0.822
N3 -0.57 -2.11 4.16  -0.817
N4 -6.00 2.42 -5.31  -0.835
N5 1.60 -2.15 3.94  -0.823
N6 0.60 -9.61 -0.38  -0.340
N7 -3.79 5.06 0.17  -0.325
N8 3.78 -1.78 -4.83  -0.821
N9 2.55 5.49 -5.22  -0.834
N10 5.35 4.65 4.59  -0.834
N11 3.60 3.77 3.68  -0.845
N12 -6.65 0.58 -4.27  -0.828
C1 4.85 4.18 3.49  0.749
C2 0.57 -2.43 4.66  0.739
C3 1.34 -9.00 0.27  0.293
C4 -6.92 1.53 -5.14  0.747
C5 -4.68 4.22 2.49  -0.515
C6 -6.19 4.44 2.68  -0.372
C7 1.55 -9.54 3.19  -0.621
C8 2.70 -8.94 2.37  -0.379
C9 -7.05 3.97 1.49  -0.622
C10 2.28 -8.24 1.10  -0.512
C11 -4.14 4.70 1.23  0.287
C12 4.99 -1.47 -4.43  0.739
C13 3.40 5.04 -4.34  0.741
B1 -0.62 -0.28 -1.38  1.304
H1 -6.36 3.08 -5.97  0.411
H2 1.91 -10.13 4.03  0.215
H3 3.33 -9.77 2.08  0.202
H4 3.54 -2.07 -5.77  0.405
H5 1.70 -7.37 1.44  0.246
H6 -0.56 -1.72 3.23  0.400
H7 3.45 4.76 -2.37  0.410
H8 4.77 4.68 5.42  0.387
H9 -6.42 3.84 3.56  0.205
H10 0.97 -10.28 2.64  0.219
H11 2.51 -2.15 4.37  0.408
H12 -7.20 -0.27 -4.32  0.406
H13 3.12 3.46 2.85  0.419
H14 -5.11 2.45 -4.82  0.400
H15 -1.38 -2.11 4.77  0.410
H16 0.81 -8.81 3.52  0.211
H17 -5.75 0.59 -3.82  0.394
H18 1.44 -1.68 3.06  0.382
H19 -6.85 4.49 0.56  0.223
H20 3.26 -8.17 2.91  0.214
H21 3.11 -7.84 0.52  0.253
H22 6.25 5.09 4.44  0.413
H23 1.67 5.80 -4.84  0.386
H24 -8.10 4.05 1.75  0.212
H25 3.02 5.79 -6.05  0.409
H26 3.10 -1.88 -4.09  0.377
H27 -4.14 4.68 3.31  0.243
H28 -6.32 5.49 2.93  0.203
H29 -6.92 2.91 1.26  0.213
H30 -4.52 3.15 2.61  0.249
H31 3.28 3.66 4.63  0.378
H32 3.99 -1.25 -2.93  0.375
H33 5.69 -0.66 -2.83  0.411
H34 1.88 4.79 -3.12  0.382



Record 3
C13H34BeF6N3O6P | ωB97M-V/def2-TZVPD

Output
Electronic energy   -56789.6046 eV
Energy relative to the best compared isomer or geometry (same formula, charge and spin)   0.0 kcal per mole

Last column: natural (NBO) charge in e.
Atoms and positions in Å:
P1 -33.45 -2.04 9.99  2.607
F1 -34.92 -2.76 9.91  -0.608
F2 -34.10 -0.76 10.74  -0.583
F3 -31.99 -1.41 10.16  -0.572
F4 -33.30 -2.76 11.45  -0.599
F5 -33.66 -1.28 8.59  -0.584
F6 -32.86 -3.34 9.19  -0.607
O1 -32.54 -6.85 13.51  -0.558
O2 -30.13 -6.83 9.39  -0.854
O3 -30.14 -4.95 8.32  -0.782
O4 -28.18 -5.93 8.73  -0.682
O5 -31.83 -6.94 6.66  -0.574
O6 -33.44 -4.92 7.12  -0.606
N1 -32.52 -5.41 11.10  -0.908
N2 -32.95 -8.27 9.02  -0.876
N3 -34.68 -5.72 9.35  -0.884
C1 -31.73 -5.69 13.40  -0.083
C2 -32.32 -8.24 6.66  -0.061
C3 -29.51 -5.90 8.80  0.966
C4 -32.36 -10.41 7.98  -0.634
C5 -31.30 -5.61 11.94  -0.088
C6 -36.83 -6.00 8.17  -0.626
C7 -31.46 -6.34 5.43  -0.238
C8 -32.10 -8.91 7.99  -0.107
C9 -34.87 -4.83 7.14  -0.073
C10 -30.43 -4.38 11.68  -0.633
C11 -35.31 -5.96 8.05  -0.072
C12 -32.90 -3.75 6.49  -0.270
C13 -33.29 -6.94 14.69  -0.248
Be1 -32.29 -5.94 8.79  1.600
H1 -31.82 -3.79 6.45  0.216
H2 -33.34 -3.60 5.50  0.167
H3 -35.18 -6.32 9.99  0.365
H4 -31.67 -10.91 7.30  0.221
H5 -33.88 -8.64 8.84  0.363
H6 -34.88 -6.88 7.64  0.177
H7 -35.30 -4.96 6.14  0.182
H8 -30.88 -5.83 14.07  0.179
H9 -27.91 -6.74 9.18  0.491
H10 -35.25 -3.87 7.51  0.207
H11 -37.14 -5.03 8.56  0.221
H12 -33.93 -7.81 14.64  0.189
H13 -32.88 -4.48 11.33  0.412
H14 -33.22 -2.87 7.05  0.226
H15 -32.40 -6.10 4.90  0.170
H16 -29.44 -4.49 12.13  0.205
H17 -31.88 -8.89 5.89  0.188
H18 -33.33 -10.62 7.51  0.203
H19 -30.73 -6.47 11.58  0.227
H20 -33.39 -8.18 6.41  0.161
H21 -32.73 -8.52 9.98  0.394
H22 -32.22 -10.93 8.93  0.229
H23 -30.88 -5.44 5.57  0.223
H24 -30.27 -4.30 10.60  0.243
H25 -30.84 -3.44 12.05  0.225
H26 -31.11 -8.70 8.39  0.250
H27 -30.95 -7.09 4.82  0.178
H28 -37.13 -6.76 8.90  0.208
H29 -32.25 -4.76 13.67  0.179
H30 -34.00 -6.11 14.82  0.165
H31 -37.32 -6.17 7.21  0.217
H32 -32.68 -6.93 15.60  0.169
H33 -34.83 -4.76 9.65  0.415
H34 -33.17 -5.99 11.63  0.371



Record 4
C13H34O9 | ωB97M-V/def2-TZVPD

Output
SMILES string   Oc1ccc(O)cc1.CO.CO.CO.CO.CO.CO.CO
Electronic energy   -32449.9898 eV
Energy relative to the best compared isomer or geometry (same formula, charge and spin)   20.3 kcal per mole

Last column: natural (NBO) charge in e.
Atoms and positions in Å:
O1 3.46 -1.56 2.12  -0.750
O2 4.06 2.82 -1.85  -0.788
O3 3.27 -2.93 -1.52  -0.747
O4 -4.08 -0.96 -3.14  -0.750
O5 1.23 0.09 2.02  -0.693
O6 -5.58 4.47 1.58  -0.754
O7 -0.48 2.02 5.83  -0.730
O8 0.76 -3.84 0.81  -0.736
O9 -2.14 0.84 -2.38  -0.730
C1 -0.75 1.05 1.05  -0.262
C2 -5.88 3.38 0.81  -0.238
C3 0.00 0.09 -1.49  -0.236
C4 2.96 1.96 -1.25  -0.191
C5 0.76 -0.12 -0.28  -0.303
C6 0.09 -4.55 -0.29  -0.271
C7 4.76 -0.98 1.74  -0.247
C8 -1.59 1.24 0.04  -0.250
C9 0.44 0.30 0.99  0.349
C10 -1.21 0.77 -1.25  0.279
C11 -5.12 -0.25 -3.89  -0.236
C12 3.42 -1.98 -2.56  -0.258
C13 0.40 1.41 4.83  -0.271
H1 0.70 -4.89 -1.05  0.180
H2 3.87 3.75 -2.15  0.476
H3 5.28 -0.79 2.65  0.184
H4 0.33 -0.27 -2.32  0.207
H5 4.09 -3.14 -1.15  0.468
H6 5.21 -1.89 1.27  0.159
H7 1.22 1.93 4.41  0.195
H8 -5.77 -0.90 -4.31  0.168
H9 -4.06 -1.85 -3.53  0.470
H10 -0.65 -5.18 0.18  0.182
H11 -0.52 -3.81 -0.53  0.182
H12 1.77 -0.69 -0.26  0.189
H13 2.72 2.43 -0.48  0.165
H14 -1.08 1.37 1.92  0.200
H15 1.73 -0.72 1.76  0.512
H16 3.68 -2.50 2.08  0.472
H17 -6.80 3.70 0.15  0.181
H18 -4.54 0.34 -4.48  0.185
H19 -5.41 4.38 2.56  0.482
H20 -5.86 2.52 1.50  0.181
H21 1.55 -3.55 0.34  0.464
H22 2.99 -2.48 -3.56  0.184
H23 -4.95 3.39 -0.02  0.149
H24 4.62 -0.09 1.11  0.197
H25 -2.97 0.52 -2.26  0.487
H26 -1.27 1.54 5.93  0.465
H27 3.39 1.11 -1.10  0.163
H28 2.87 -1.07 -2.24  0.176
H29 -0.11 1.00 3.96  0.173
H30 -2.64 1.68 0.28  0.227
H31 0.83 0.47 5.15  0.166
H32 4.48 -1.61 -2.64  0.180
H33 -5.61 0.18 -3.20  0.169
H34 2.16 1.84 -1.94  0.174